Molecular formula: C24H43AuClP2
Method: DFT, wB97M-V/def2-TZVPD

Geometry as XYZ:
```
71
Properties=species:S:1:pos:R:3:forces:R:3
Au -0.052727 -0.203196 -1.751597 -0.4 0.8 1.8
C 1.860204 0.659319 0.827253 -0.5 0.9 -2.3
C 1.102541 1.405770 -0.176374 0.8 -0.6 1.3
C -0.066725 1.396206 1.836336 1.5 -0.9 0.8
C 1.130818 0.630807 2.014110 -2.8 1.0 1.0
C -0.056305 1.937932 0.547460 0.6 -0.6 -0.3
C 3.189750 0.045405 0.670271 0.5 -0.1 -0.2
H 3.578695 0.243342 -0.338055 0.0 -0.2 0.3
H 3.116790 -1.046695 0.835996 0.1 0.4 -0.1
H 3.908441 0.449464 1.412225 -0.3 -0.2 -0.3
C 1.474376 -0.086882 3.261218 0.1 -0.2 0.1
H 2.175928 -0.901701 3.051799 -0.1 0.1 0.2
H 0.566216 -0.504515 3.718125 0.3 0.1 0.0
H 1.934648 0.597782 3.988518 -0.1 -0.2 -0.1
C -1.098714 1.605154 2.883028 -0.4 0.0 0.3
H -0.729502 2.295117 3.663479 -0.3 -0.3 -0.2
H -1.364902 0.652098 3.369759 0.1 0.3 -0.1
H -2.020803 2.023660 2.454863 0.3 -0.1 0.2
C -1.064336 2.884004 0.018453 -0.3 0.1 -0.3
H -0.870158 3.917068 0.390606 -0.2 -0.6 -0.3
H -2.072152 2.565141 0.355331 0.5 0.4 -0.2
H -1.046475 2.875034 -1.085599 0.0 0.2 0.5
C 1.818901 2.274888 -1.152601 0.4 0.5 -0.5
H 2.251113 3.155706 -0.634994 -0.1 -0.3 -0.4
H 1.130270 2.642200 -1.924928 0.3 0.1 0.0
H 2.642048 1.735696 -1.642809 -0.2 0.3 0.0
C -0.236317 -3.666845 -4.958391 -0.3 -2.7 -2.8
C 1.204052 -3.374925 -4.995810 0.4 -0.5 -0.4
C 1.807545 -2.502067 -6.081003 0.0 -0.2 -0.2
C 0.925901 -1.260803 -6.362937 0.0 0.4 -0.3
C 0.060568 -0.963455 -5.093145 -1.1 -0.7 0.3
C -1.426160 -1.112332 -5.231348 -2.6 2.5 -1.7
C -1.878026 -2.206040 -6.264500 -0.8 0.5 0.4
C -1.068611 -3.488046 -6.227171 -0.1 -1.0 0.4
H 1.941935 -3.146047 -6.960045 0.1 0.4 -0.1
H 0.362861 -1.405047 -7.320090 0.0 0.1 1.1
H 2.801505 -2.127865 -5.783027 -0.3 -0.6 0.0
H -0.439868 -3.629424 -7.125890 -0.1 0.3 0.5
H -0.598791 -4.521198 -4.361952 0.7 0.4 -0.1
H 1.796324 -4.225275 -4.656707 0.3 0.5 0.0
H -1.760448 -4.350900 -6.235721 0.2 0.4 -0.2
H -2.933902 -2.468745 -6.041908 0.4 0.4 -0.3
H -2.074150 -0.275447 -5.570724 1.3 0.2 -0.5
H -1.856572 -1.758671 -7.312739 -0.1 -0.3 1.4
H 1.568827 -0.382195 -6.584521 -0.3 -0.5 0.2
H 0.372340 -0.037270 -4.583541 -0.6 0.0 -0.6
P 0.498400 -2.329145 -3.680997 2.0 1.2 -0.4
C 1.182416 -3.512130 -2.334751 -0.8 -0.4 0.5
C 2.021528 -1.205392 -3.420317 0.2 1.0 0.8
P -1.996528 -0.646851 -3.238923 0.6 -0.5 -1.1
C -1.393968 -2.334933 -3.129975 1.0 -1.9 1.4
C -2.054033 1.196893 -3.727965 0.7 0.6 0.7
C -3.471903 -0.766725 -2.189288 -0.8 0.0 -0.6
H 0.562703 -3.503939 -1.427547 0.3 -0.2 -0.3
H 2.205961 -3.214987 -2.026398 -0.6 -0.1 -0.4
H 1.234130 -4.553619 -2.720411 -0.2 0.6 0.4
H 1.980093 -0.299780 -4.043443 0.4 -0.5 0.3
H 2.954360 -1.745401 -3.625102 -0.3 -0.1 0.2
H 2.060031 -0.864963 -2.372157 0.5 0.0 0.1
H -4.218755 -1.295904 -2.803724 -0.1 0.1 0.4
H -3.872535 0.205777 -1.891644 0.1 -0.1 -0.3
H -3.275612 -1.338948 -1.278755 0.1 -0.1 -0.3
H -1.337388 -2.820022 -2.137307 -0.3 0.2 -0.5
H -2.000744 -2.932041 -3.854823 0.3 0.5 1.0
H -2.304513 1.858539 -2.875752 0.1 -0.6 -0.3
H -2.798408 1.354490 -4.525982 0.1 -0.4 0.3
H -1.081691 1.516057 -4.117394 -0.2 0.0 -0.1
Cl 0.400890 -2.290934 0.776380 0.7 -0.1 0.3
C -0.806925 -1.394526 -0.090484 -0.9 0.0 -0.4
H -1.294091 -0.741548 0.631721 0.1 0.2 -0.3
H -1.508242 -2.141654 -0.450856 -0.1 0.3 0.0
```
Positions in Å, forces in eV/Å.

Properties
LUMO level (alpha / beta): -4.4 / -4.4 eV
max |F|: 3.965 eV/A
frontier orbital gap (alpha / beta): 0.1841 / 0.1985 hartree
E: -60361.173 eV
energy above the lowest of the compared OMol25 structures with the same formula, charge and spin: 72.7 kcal per mole
total charge: +1
2S+1: 3
highest occupied orbital energy (alpha / beta): -9.4 / -9.8 eV

***

Molecular formula: C24H43BaCl2N4O5Si
Method: DFT, wB97M-V/def2-TZVPD

Geometry as XYZ:
```
80
Properties=species:S:1:pos:R:3:forces:R:3
C 0.114648 0.469954 -4.247512 0.1 -0.5 -0.3
C -1.030477 0.869825 -3.369576 -0.9 0.4 0.6
H -0.232145 0.142756 -5.231650 0.1 -0.1 0.1
H 0.718369 -0.336952 -3.799315 -0.2 0.3 0.0
H 0.793709 1.314351 -4.439667 -0.2 -0.1 0.3
C -2.324703 0.887420 -3.748094 1.1 0.5 0.3
C -2.837437 0.459461 -5.069385 -0.1 -0.1 -0.4
H -3.080003 1.355655 -3.110025 0.4 -0.3 0.0
H -2.223292 -0.329839 -5.511648 -0.2 0.1 -0.1
H -2.869228 1.327846 -5.733307 0.0 -0.1 -0.3
H -3.862290 0.099619 -4.973165 -0.1 -0.1 -0.1
Ba 0.748881 -0.951761 0.849027 -0.5 0.2 -1.0
Cl 0.518149 -3.494459 -0.975704 1.4 -0.7 0.6
C -1.286337 1.880080 2.087063 0.5 -1.1 -0.2
O -1.033766 0.667497 2.215283 -0.5 1.6 0.0
N -2.327927 2.514470 2.643646 -0.3 0.0 0.0
C -3.281123 1.827140 3.490573 0.1 0.2 0.0
C -2.579605 3.920986 2.388333 0.1 0.1 0.1
H -0.673561 2.568531 1.472000 0.0 -0.5 0.2
H -2.962387 0.797685 3.630320 0.0 0.0 -0.1
H -4.291202 1.861255 3.063404 0.2 -0.1 -0.1
H -3.306730 2.340657 4.455003 -0.1 -0.1 0.1
H -1.682830 4.385462 1.972533 -0.1 -0.1 0.0
H -2.826914 4.416850 3.328899 0.1 0.0 0.1
H -3.415051 4.089199 1.699488 0.2 -0.2 0.1
H 2.824341 -0.472016 6.261027 0.0 -0.2 0.1
H 4.743800 0.458368 5.564821 -0.1 -0.2 -0.1
C 2.679350 -1.222263 5.484809 0.0 0.2 -0.1
C 4.879217 -0.282207 4.770675 -0.1 0.1 -0.2
N 3.592108 -0.882646 4.405425 0.4 -0.4 0.2
H 1.650543 -1.129808 5.138402 0.1 -0.2 -0.1
C 3.424407 -1.370814 3.163774 -0.8 0.1 -0.5
O 2.496768 -2.110910 2.772331 1.2 1.0 0.7
H 5.309408 0.260347 3.923167 -0.2 -0.2 0.0
H 4.200107 -0.960526 2.488511 -0.3 -0.5 0.1
H 2.861688 -2.231852 5.878016 -0.1 0.2 0.0
H 5.601607 -1.042519 5.101938 -0.2 0.1 0.0
H -1.211012 -1.509807 -2.592151 -0.3 -0.5 0.2
H -3.876419 -0.566960 -2.728507 0.0 -0.3 0.3
C -1.843205 -2.374485 -2.311391 0.9 -0.4 0.0
C -4.116180 -1.465686 -2.143310 0.0 -0.1 0.2
N -2.936408 -1.976650 -1.460837 -1.0 0.2 1.0
H -1.181580 -3.090240 -1.743632 -1.0 0.9 -0.9
C -2.864364 -2.002846 -0.092382 1.0 -0.1 -0.9
O -1.823824 -2.189643 0.546509 -1.4 0.3 -0.2
H -4.881440 -1.203408 -1.409511 -0.1 -0.1 -0.1
H -3.847785 -1.834203 0.404219 0.3 0.0 -0.2
H -2.245502 -2.850851 -3.222756 0.0 0.2 0.3
H -4.498274 -2.218091 -2.845129 -0.1 0.0 0.2
O -0.046188 0.404832 -1.157558 0.0 -1.2 0.4
C -0.616727 1.334175 -1.954545 0.4 0.6 0.8
C -2.853934 1.361785 -0.701062 -0.1 0.2 -0.1
C -1.776055 2.055020 -1.256523 0.9 0.0 -0.4
H -2.748324 0.290288 -0.531529 0.0 0.4 -0.3
C -4.041812 2.042417 -0.438256 0.4 0.0 0.1
H 0.140721 2.126527 -2.120972 -0.1 0.3 -0.4
C -1.742516 3.449318 -1.264586 -0.8 0.0 0.1
H -4.933438 1.510199 -0.112753 0.1 0.0 0.0
C -4.088814 3.419246 -0.637824 -0.1 0.4 -0.1
C -2.933029 4.122142 -0.989512 0.2 0.2 0.1
H -0.807353 3.989756 -1.494052 -0.7 -0.4 -0.1
H -5.021731 3.966979 -0.495157 0.2 -0.1 0.0
H -2.936574 5.210171 -1.047632 -0.2 -0.1 0.0
Si 4.324785 -2.493767 -1.225361 -1.5 0.1 1.2
Cl 2.908209 -1.032511 -1.904154 0.5 -0.8 -0.2
C 3.598603 -3.912412 -0.209463 0.0 0.1 -0.3
C 5.132740 -1.340779 0.032263 0.9 0.1 -0.4
C 5.261990 -3.392792 -2.593514 0.0 0.5 -0.2
H 2.715732 -3.638887 0.400937 0.6 -0.3 -0.4
H 4.394400 -4.330605 0.438324 -0.2 0.2 -0.2
H 3.312236 -4.680378 -0.948446 -0.2 0.2 0.6
H 4.620527 -4.148865 -3.093784 0.2 0.5 0.4
H 6.074585 -3.921211 -2.072610 -0.1 0.1 -0.3
H 5.670196 -2.711747 -3.355799 0.0 -0.3 0.2
H 4.413795 -0.719980 0.597820 0.1 -0.4 -0.6
H 5.805810 -0.654321 -0.495643 -0.1 0.1 0.2
H 5.740705 -1.899168 0.747350 0.1 -0.1 0.1
O 2.182332 2.129096 4.226764 0.0 0.1 0.2
C 2.240058 1.597047 3.147692 0.1 -1.0 -2.0
N 2.304975 1.054452 2.069040 -0.1 0.8 1.7
```
Positions in Å, forces in eV/Å.

Properties
LUMO level: 2.4 eV
max |F|: 2.209 eV/A
frontier orbital gap: 0.2611 hartree
E: -75407.120 eV
energy above the lowest of the compared OMol25 structures with the same formula, charge and spin: 0.0 kcal per mole
total charge: -1
2S+1: 1
highest occupied orbital energy: -4.7 eV

***

Molecular formula: C24H43BiCl2F3N3O7SSi
Method: DFT, wB97M-V/def2-TZVPD

Geometry as XYZ:
```
85
Properties=species:S:1:pos:R:3:forces:R:3
C -1.106664 2.922557 -3.198655 0.4 0.0 -0.1
C -2.311430 2.042930 -3.271614 -1.2 -0.2 -0.8
H -0.450571 2.765860 -4.067719 0.0 0.0 0.3
H -0.569987 2.694346 -2.274143 0.2 0.1 -0.2
H -1.388808 3.989917 -3.192420 0.0 -0.3 0.0
C -3.074584 1.996522 -4.385628 0.0 0.3 0.8
C -2.686396 2.565138 -5.710360 0.2 0.3 -0.5
H -4.087984 1.592035 -4.365563 0.5 -0.3 0.2
H -1.634038 2.347924 -5.940366 -0.2 0.1 0.1
H -2.822275 3.656864 -5.775113 0.0 -0.2 0.0
H -3.285117 2.114895 -6.517424 0.1 0.2 0.3
Bi 0.869633 1.052897 0.814823 -0.8 -0.8 1.2
Cl -1.553387 1.664875 1.329105 1.0 0.2 0.0
C -0.382175 -0.399176 3.297293 -0.3 -0.4 -0.5
O 0.344308 -0.590132 2.262866 0.3 0.4 0.6
N -1.154764 -1.364155 3.760186 0.8 0.4 -0.3
C -0.995742 -2.734721 3.278725 -0.2 -0.3 -0.5
C -2.341514 -1.042994 4.541479 -0.1 0.2 0.2
H -0.376179 0.551694 3.841193 -0.4 -0.1 -0.3
H 0.050293 -3.067293 3.372612 -0.4 0.3 -0.1
H -1.326992 -2.833272 2.230944 0.1 0.1 0.4
H -1.632742 -3.356755 3.914349 0.2 0.0 -0.2
H -2.129515 -0.219600 5.231568 -0.1 -0.2 -0.1
H -2.628163 -1.942375 5.086047 0.0 0.3 0.1
H -3.162351 -0.753105 3.870765 0.2 -0.1 0.2
H 4.246241 -2.388468 4.458505 -0.1 0.0 -0.2
H 5.484827 -0.771289 5.613687 -0.1 0.3 -0.1
C 4.639804 -1.903777 3.558358 0.0 -0.3 0.1
C 5.463374 0.010493 4.843957 0.3 0.2 -0.1
N 4.645966 -0.472585 3.740478 -0.2 0.2 -0.3
H 4.039427 -2.155966 2.686006 0.1 0.0 0.1
C 3.942670 0.328388 2.923426 0.0 0.0 -0.7
O 3.175131 -0.074503 2.023226 0.7 0.4 0.6
H 5.063950 0.936631 5.274701 0.0 -0.3 -0.2
H 4.149038 1.407980 3.057701 0.0 -0.6 0.0
H 5.669576 -2.252985 3.434843 -0.1 0.0 -0.1
H 6.504239 0.177246 4.523471 -0.3 0.0 0.1
H 5.731544 1.305202 -2.721184 0.0 -0.4 -0.1
H 2.483579 0.294974 -3.379231 0.3 -0.3 -0.1
C 5.618135 0.209126 -2.784023 0.4 0.1 0.3
C 3.286130 -0.461434 -3.394724 -0.4 0.1 -0.1
N 4.287848 -0.205643 -2.364831 -0.1 0.1 0.5
H 6.387294 -0.245308 -2.145212 -0.2 0.1 -0.2
C 3.873232 0.004676 -1.105054 -0.9 0.2 -0.5
O 2.660252 0.123993 -0.833247 1.1 -0.1 0.0
H 2.821981 -1.444529 -3.240478 0.0 0.3 0.0
H 4.663931 0.062316 -0.336472 -0.2 0.1 -0.2
H 5.768836 -0.100049 -3.823292 0.1 0.0 0.4
H 3.802460 -0.466332 -4.356624 -0.3 0.0 0.1
O -1.501330 0.537039 -1.557442 0.4 -1.3 -0.6
C -2.644083 1.281740 -1.985218 -0.2 0.1 0.1
C -4.079716 -0.460827 -3.168598 -0.2 -0.4 0.0
C -3.940186 0.459095 -2.120832 -0.2 0.2 -0.1
H -3.286712 -0.543348 -3.916001 -0.2 -0.1 0.4
C -5.216132 -1.282357 -3.286933 0.2 0.5 0.1
H -2.736284 2.010767 -1.170552 -0.6 0.1 -0.1
C -5.032945 0.633845 -1.254945 0.1 -0.3 -0.3
H -5.267039 -2.027663 -4.087019 0.0 0.3 0.3
C -6.282597 -1.125045 -2.401484 0.2 0.3 -0.1
C -6.191073 -0.147767 -1.402023 0.1 0.1 0.1
H -4.964134 1.391580 -0.470342 -0.1 -0.3 -0.1
H -7.197729 -1.717544 -2.534759 0.5 0.2 0.2
H -7.036619 0.003502 -0.725844 0.3 0.0 -0.2
Si -1.316217 -1.235593 -1.761410 -3.2 -1.0 2.6
Cl -0.422066 -1.044254 -3.613125 1.6 0.7 -2.3
C -2.359916 -2.744616 -2.460467 0.2 -0.3 -0.9
C -2.529157 -1.613942 -0.244441 0.1 0.9 0.8
C 0.181410 -1.866884 -0.792567 0.4 0.6 -0.4
H -3.309450 -2.934271 -1.949418 0.3 0.0 0.0
H -1.677150 -3.582842 -2.253562 -0.1 -0.1 -0.1
H -2.584600 -2.755050 -3.530118 0.3 -0.1 -0.1
H 1.092772 -1.522293 -1.274677 0.3 -0.3 0.1
H 0.120903 -2.962224 -0.827982 0.1 0.2 0.1
H 0.175389 -1.560682 0.262609 0.0 -0.2 -0.1
H -3.576160 -1.449191 -0.531255 0.3 -0.1 0.3
H -2.304475 -0.959281 0.602533 -0.1 0.0 0.5
H -2.425037 -2.670633 0.048718 0.1 0.2 0.0
F 3.959553 3.556600 4.113469 -0.9 0.2 0.4
C 2.702845 3.732297 4.619232 0.6 0.7 -0.1
F 2.811843 3.839206 5.966949 -0.3 -0.4 -1.4
F 2.213091 4.888348 4.128400 0.3 -0.9 0.5
S 1.653903 2.282076 4.074318 -0.7 -0.5 0.1
O 0.321621 2.501114 4.585975 0.8 0.1 -0.2
O 1.708707 2.397835 2.564155 0.0 0.0 0.6
O 2.366445 1.118231 4.567721 -0.7 0.9 0.1
```
Positions in Å, forces in eV/Å.

Properties
LUMO level: -1.4 eV
max |F|: 4.255 eV/A
frontier orbital gap: 0.1804 hartree
E: -102138.727 eV
energy above the lowest of the compared OMol25 structures with the same formula, charge and spin: 100.9 kcal per mole
2S+1: 1
highest occupied orbital energy: -6.3 eV

***

- Among the records above, which one has the highest energy above the lowest of the compared OMol25 structures with the same formula, charge and spin?
  C24H43BiCl2F3N3O7SSi